C36H32Cl2InNO11PS | ωB97M-V with the def2-TZVPD basis set

Output
Frontier orbital gap in eV: 7.9
2S+1: 1
HOMO level in eV: -5.868
LUMO in eV: 2.1
Calculated total energy in eV: -112201.885
Charge: -1
Energy above the lowest of the compared OMol25 structures with the same formula, charge and spin in eV: 0.079

Each line ends with the Mulliken charge.
Element x y z (Å)
In  -0.263  -0.169  -0.364  1.88
C  4.300  -2.200  3.788  -0.57
C  3.592  -3.290  3.291  -0.70
C  2.238  -3.169  3.018  0.05
C  1.570  -1.965  3.244  0.59
C  2.292  -0.869  3.710  -0.50
C  3.651  -0.991  3.985  -0.60
P  -0.249  -1.755  3.047  0.23
C  -0.819  -2.855  4.410  -0.15
C  -0.006  -3.309  5.445  -0.21
C  -0.536  -4.049  6.497  -0.72
C  -1.888  -4.350  6.532  -0.44
C  -2.713  -3.893  5.510  -0.65
C  -2.186  -3.146  4.471  -0.24
C  -0.575  -2.818  1.574  1.21
C  -0.700  -4.203  1.740  -0.07
C  -0.964  -5.043  0.672  -0.84
C  -1.121  -4.496  -0.588  -0.98
C  -0.996  -3.125  -0.760  -0.06
C  -0.724  -2.238  0.290  -1.17
H  5.357  -2.295  4.008  0.35
H  4.096  -4.235  3.123  0.42
H  1.687  -4.023  2.638  0.34
H  1.788  0.080  3.831  0.38
H  4.202  -0.132  4.351  0.39
H  1.054  -3.088  5.435  0.35
H  0.117  -4.392  7.291  0.39
H  -2.299  -4.929  7.348  0.37
H  -3.774  -4.113  5.529  0.38
H  -2.841  -2.785  3.685  0.40
H  -0.589  -4.635  2.727  0.40
H  -1.051  -6.112  0.829  0.40
H  -1.349  -5.129  -1.438  0.41
H  -1.140  -2.738  -1.760  0.48
O  2.141  1.856  -2.152  -0.67
Cl  1.158  2.630  -1.445  1.83
O  0.917  3.879  -2.089  -0.75
O  -0.134  1.881  -1.455  -0.78
O  1.552  2.814  -0.077  -0.55
C  4.536  1.083  0.316  -1.22
C  4.409  -0.426  0.180  -0.08
S  2.921  -0.828  -0.739  0.59
O  1.827  -0.364  0.220  -0.52
C  2.927  -2.636  -0.554  0.71
C  2.956  -3.329  -1.908  -1.27
H  5.432  1.326  0.889  0.41
H  3.668  1.489  0.832  0.20
H  4.597  1.567  -0.659  0.34
H  4.317  -0.917  1.150  -0.25
H  5.238  -0.873  -0.376  0.53
H  1.998  -2.837  -0.017  -0.75
H  3.761  -2.924  0.088  0.55
H  2.118  -2.994  -2.519  0.12
H  2.879  -4.409  -1.772  0.42
H  3.883  -3.121  -2.446  0.35
O  0.073  2.221  2.740  -0.74
C  -0.658  2.133  1.768  0.06
O  -0.990  1.039  1.160  -0.53
C  -1.299  3.391  1.224  0.39
C  -0.799  4.625  1.622  -0.68
C  -1.332  5.802  1.119  -0.56
C  -2.383  5.760  0.217  -0.56
C  -2.876  4.520  -0.152  -0.01
C  -2.351  3.333  0.323  -0.03
N  -4.007  4.470  -1.094  1.07
O  -4.556  3.401  -1.270  -0.62
O  -4.325  5.501  -1.660  -0.65
H  0.027  4.632  2.320  0.47
H  -0.924  6.757  1.422  0.37
H  -2.817  6.655  -0.201  0.48
H  -2.743  2.385  -0.009  0.70
Cl  -1.132  -2.097  -8.739  -0.24
C  -0.976  -1.698  -7.048  0.49
C  -2.118  -1.459  -6.302  -0.85
C  -1.986  -1.140  -4.959  -0.27
C  -0.727  -1.074  -4.375  0.05
C  0.406  -1.313  -5.142  -0.03
C  0.289  -1.625  -6.487  -0.90
C  -0.593  -0.740  -2.925  0.43
O  -1.597  -0.357  -2.278  -0.85
O  0.541  -0.874  -2.377  -0.56
H  -3.091  -1.518  -6.769  0.41
H  -2.854  -0.934  -4.348  0.51
H  1.378  -1.239  -4.672  0.48
H  1.162  -1.805  -7.099  0.41